A gas-phase ion, C6H13N4 (charge +1) at a distorted geometry, computed with ωB97M-V/def2-TZVPD.

Geometry as XYZ:
```
23
Properties=species:S:1:pos:R:3:forces:R:3
C 3.030925 -0.268157 -0.011631 -0.73 -0.19 1.62
H 0.588799 0.732818 1.632168 0.06 -0.23 -1.96
H -1.517595 1.347223 -1.415077 -0.11 -0.08 -0.46
C 0.318201 0.676992 0.520575 -2.25 -1.73 2.41
N 3.102860 1.157529 -0.105148 1.54 -2.08 0.06
H -2.520106 1.285363 1.085609 0.08 0.29 -0.68
C -0.997496 -0.072245 0.144827 0.04 3.49 -1.26
N 0.826321 1.485528 -0.312998 -0.07 1.93 -3.73
N 2.059569 -0.952188 0.528656 0.47 0.22 -0.21
C -1.420086 0.259282 -1.356829 1.79 1.13 2.91
C -2.102519 0.285613 1.133802 -0.48 0.68 -1.35
H -2.359633 -0.140785 -1.422516 -2.39 -0.99 -0.66
N 2.117404 -2.329182 0.514302 -0.13 0.78 0.20
H 2.953722 -2.688852 0.071370 0.02 -0.31 0.23
H -0.759560 -0.166331 -2.075692 0.49 -0.21 -0.62
H 1.772203 -2.848039 1.350086 0.43 1.12 -1.01
H -0.842142 -1.086136 0.171762 0.80 -2.50 0.39
H 3.976928 -0.785848 -0.164830 -0.01 0.31 -0.59
H 2.345651 2.908270 -0.606662 0.46 3.57 -0.75
H -2.923708 -0.387782 1.170978 -0.78 -0.77 -0.88
H 0.338545 1.639454 -1.284315 0.93 -0.65 2.38
C 2.186300 1.966149 -0.306173 -1.75 -3.59 1.08
H -1.824774 0.222652 2.111003 1.59 -0.20 2.90
```
Forces are in eV/Å.

As for the total charge: +1. For the HOMO energy (alpha / beta), the calculation gives -13.14 / -13.14 eV. Its molecular weight is 141.20 Da. The SMILES is CC(C)/C=[NH+]/C=N\C=N\N. As for the calculated total energy: -12383.5269 eV.